1.
Below is a structure of composition C32H45BrIrN2P2 at a distorted geometry, with properties calculated with ωB97M-V/def2-TZVPD.

```
83
Properties=species:S:1:pos:R:3:forces:R:3
N 4.34568 -0.90591 5.08777 -1.91 -0.44 -0.36
C 3.23927 -0.28614 5.50213 1.14 2.14 1.75
C 1.95812 -0.73259 5.16293 -0.45 -1.02 -0.70
C 1.82069 -1.88678 4.34658 -1.44 -0.67 -0.69
C 3.01327 -2.54137 3.95245 -0.51 0.52 0.33
C 4.24591 -2.00716 4.34564 2.30 -1.28 -0.53
C 0.55337 -2.25985 3.76176 0.30 0.25 0.28
Ir -1.02564 -0.30435 -0.92399 1.23 1.45 -2.21
P -2.16248 0.54054 -2.73720 0.41 0.87 -0.74
C 0.40630 -3.27036 2.83802 -0.16 -0.34 -0.10
C -0.58078 -3.15946 1.79631 0.48 0.93 0.20
C -0.28829 -3.60851 0.47900 0.24 -0.38 -0.26
C -0.98934 -3.12634 -0.59061 -0.10 -0.39 0.20
C -1.86438 -1.99180 -0.39407 -3.34 -3.50 -0.67
C -2.45079 -1.88296 0.93326 -0.21 -0.46 0.30
C -1.76346 -2.39923 1.99692 -0.71 0.65 -0.10
Br -3.56983 -2.28558 -1.84743 1.17 -0.68 2.42
H -0.29246 -1.59555 4.00004 0.44 -0.25 -0.31
H 1.11813 -4.09722 2.76081 0.00 0.47 -0.17
H 1.08022 -0.18369 5.49830 0.29 0.06 0.15
H 2.98980 -3.42037 3.31172 0.33 0.18 0.23
H 3.36428 0.58801 6.14658 0.01 -0.14 -0.06
H 5.17138 -2.51173 4.05721 -0.04 0.08 0.08
H 0.53880 -4.30237 0.33678 -0.35 -0.15 -0.03
H -2.09712 -2.22257 3.01720 -0.23 -0.16 -0.26
H -0.99873 -3.58995 -1.57483 0.54 0.19 0.19
H -3.45735 -1.47089 0.99712 0.39 0.33 0.34
P 1.23956 -0.09304 -1.30990 1.37 0.19 -1.28
C -3.62040 0.99515 -1.65620 0.46 -0.42 -0.36
C -4.96991 0.63703 -2.24516 -0.78 -0.20 -0.02
H -3.52922 2.07387 -1.45576 0.17 -0.28 -0.17
H -3.44852 0.47983 -0.69188 -0.25 0.06 -0.17
H -5.72614 0.68563 -1.45194 0.07 0.06 -0.26
H -5.26194 1.32832 -3.04436 0.10 -0.19 0.19
H -4.97003 -0.39285 -2.62433 -0.22 0.61 -0.02
C -1.96990 -0.72117 -4.05637 -0.56 -0.95 0.42
C -2.77586 -0.46984 -5.31821 -0.19 0.16 -0.65
H -2.27464 -1.68260 -3.59572 0.56 0.79 -0.66
H -0.88863 -0.79301 -4.26435 -0.33 0.31 0.15
H -2.90517 -1.42086 -5.85089 0.05 0.27 0.08
H -3.77637 -0.07169 -5.10479 0.23 -0.17 -0.12
H -2.24616 0.21998 -5.98789 -0.30 -0.12 0.13
C -1.74708 2.12764 -3.53473 0.84 -0.03 0.33
C -2.93765 2.77611 -4.23784 -0.49 0.01 -0.15
H -0.91513 1.94718 -4.23072 -0.21 0.03 0.14
H -1.36428 2.77988 -2.73685 -0.12 -0.01 -0.23
H -2.61270 3.69371 -4.74078 -0.01 -0.20 0.14
H -3.38221 2.12074 -4.99634 0.14 0.24 0.19
H -3.71975 3.04888 -3.52063 0.14 0.03 -0.19
C 1.98797 1.59353 -1.43022 -0.36 0.04 0.45
C 1.63086 2.42819 -2.65579 -0.15 0.24 -0.22
H 3.07908 1.45206 -1.38285 -0.33 -0.26 -0.04
H 1.70203 2.12551 -0.50936 0.20 -0.07 -0.17
H 2.45827 3.11448 -2.87885 -0.25 -0.20 0.03
H 1.45171 1.82307 -3.55128 0.13 0.13 0.13
H 0.74507 3.04342 -2.46953 0.19 -0.15 -0.08
C 1.69833 -0.92593 -2.88770 -0.10 0.36 0.23
C 1.50540 -2.43640 -2.83812 -0.01 -0.33 -0.16
H 2.75171 -0.66898 -3.09187 -0.33 0.05 0.03
H 1.08091 -0.46888 -3.67864 0.31 -0.09 0.28
H 1.39477 -2.82687 -3.85680 0.13 -0.01 0.27
H 2.36028 -2.94210 -2.37103 -0.22 0.11 -0.16
H 0.60566 -2.70875 -2.27785 0.26 0.07 -0.26
C 2.25089 -0.92760 0.00280 -0.45 -0.44 0.15
C 3.04693 -0.05831 0.97802 -0.03 0.27 0.19
H 2.93043 -1.61528 -0.52216 -0.24 0.24 -0.06
H 1.54698 -1.56037 0.56421 0.24 0.00 -0.11
H 3.81947 -0.66226 1.47203 -0.14 0.05 -0.22
H 3.55487 0.78560 0.49852 -0.06 -0.29 0.19
H 2.40422 0.34044 1.77271 0.04 0.06 -0.18
N -0.62778 0.60362 0.65866 1.69 1.98 4.97
C -0.27533 1.20446 1.61179 -1.24 0.17 -2.23
C -0.08922 2.34944 2.43782 0.42 0.19 0.85
C 0.95226 2.46881 3.38236 -0.02 0.37 0.06
C 1.15222 3.68860 4.03489 0.04 -0.46 -0.14
C 0.33207 4.78761 3.75810 -0.04 -0.13 -0.06
C -0.72452 4.65646 2.85548 -0.07 -0.12 -0.07
C -0.95218 3.44386 2.21748 -0.12 -0.06 -0.36
H 1.60760 1.61911 3.58134 -0.10 0.25 -0.10
H 1.96531 3.79217 4.75331 -0.22 -0.02 -0.20
H 0.51587 5.74687 4.24639 -0.06 -0.32 -0.13
H -1.37161 5.50431 2.63326 0.14 -0.22 0.12
H -1.77252 3.32822 1.50642 0.21 0.15 0.24
```
Forces are in eV/Å.

2S+1: 6
<S²>: 8.797
Total charge: +4
E_HOMO (spin up / spin down) in eV: -17.7 / -19.7

2.
Below is a cluster of 2 separate species, C6H10BrCl3N2O in total at a distorted geometry, with properties calculated with ωB97M-V/def2-TZVPD.

```
23
Properties=species:S:1:pos:R:3:forces:R:3
C 1.47496 0.00508 -0.80966 1.01 2.14 0.67
C 3.75961 -0.16259 -0.48668 0.13 -0.01 0.87
C 3.04049 -0.64002 0.67991 0.85 0.29 -0.21
C -2.36971 0.16484 0.05562 0.28 -0.62 -4.27
C 0.70108 -0.29935 1.51426 -1.92 -2.03 -1.00
C -0.63868 -1.08600 1.00003 0.87 -1.62 3.19
N 2.76777 -0.11919 -1.46795 -0.90 1.24 -1.78
N 1.71183 -0.49659 0.53357 -0.52 -0.38 -1.48
O -1.27673 -0.74047 -0.15791 -0.51 1.58 -0.45
Cl 5.15722 -1.13878 -0.85953 0.41 -0.22 -0.47
Cl 4.51747 1.58606 -0.05967 -0.28 -0.01 -0.29
Cl 3.71923 -1.26792 2.05006 0.44 -0.34 0.86
Br 0.51335 3.21753 -0.36255 0.04 -0.19 -0.01
H 1.10380 1.13719 -0.74305 0.65 -0.83 0.16
H 0.65222 -0.40615 -1.31895 -0.79 -1.07 -0.71
H -3.01066 -0.19097 0.74340 -1.89 -1.56 3.11
H -3.05378 -0.03983 -0.88926 1.69 1.61 1.40
H -2.06589 1.15324 0.38565 0.04 0.38 -0.81
H 0.51560 0.71315 1.50835 -0.93 2.69 0.07
H 0.99917 -0.49237 2.55169 0.02 -0.77 -0.52
H -1.36248 -1.16905 1.84800 0.33 0.74 -0.28
H -0.44293 -2.15847 0.88313 0.94 0.15 -0.07
H 2.88972 0.48046 -2.34445 0.03 -1.17 1.98
```
Forces are in eV/Å.

2S+1: 3
<S²>: 2.009
E_HOMO (spin up / spin down) in eV: -6.6 / -9.8

3.
Below is a structure of composition CH4NOPS2 at a distorted geometry, with properties calculated with ωB97M-V/def2-TZVPD.

```
10
Properties=species:S:1:pos:R:3:forces:R:3
C -0.76529 -0.77065 0.37286 4.30 -3.32 -0.39
N -0.30361 1.82478 -0.36004 1.19 -0.95 -0.75
O 0.29866 -2.29317 0.84446 -1.33 3.02 -0.70
P 0.42227 0.33495 -0.45760 -0.78 -0.60 0.88
S -0.92443 -0.96957 -1.39364 -0.10 0.42 0.16
S 2.37390 0.22544 -0.46982 -1.38 0.16 -0.11
H -1.51273 -0.79775 1.13983 -0.27 0.13 0.10
H 0.32371 2.59328 -0.43377 0.06 0.73 0.17
H -1.12825 1.88019 0.18625 -0.57 0.43 0.37
H 1.21576 -2.02749 0.57147 -1.12 -0.02 0.28
```
Forces are in eV/Å.

2S+1: 1
Relative energy (zero: lowest compared OMol25 entry of this formula, charge and spin) in eV: 2.329
E_HOMO in eV: -9.5